[1]
Entry from the Open Molecules 2025 dataset: a 5-piece molecular cluster, C5H20N2O4 overall at a distorted geometry (wB97M-V/def2-TZVPD).

The spin multiplicity is 1. The relative energy (zero: lowest compared OMol25 entry of this formula, charge and spin) comes out at 124.1 kJ/mol. The value obtained for the highest occupied orbital energy is -7.65 eV. As for the structure (SMILES): CCC/C(N)=C/N.O.O.O.O.

Geometry as XYZ:
```
31
C5H20N2O4 (wB97M-V/def2-TZVPD)
C -2.2809 2.0185 -0.4677
C -1.0737 1.3306 -1.1304
C -0.1514 0.5321 -0.2125
C -0.7934 -0.1240 1.0073
N -0.2165 0.2062 2.2305
C -1.8245 -0.9435 0.8339
N -2.6031 -1.5518 1.8801
H -3.0323 2.2140 -1.2300
H -1.9626 2.9484 -0.0066
H -2.7187 1.4023 0.3111
H -0.4709 2.1266 -1.5735
H -1.4272 0.7413 -1.9756
H 0.3691 -0.3025 -0.6747
H 0.7071 1.1449 0.0634
H -0.8020 0.1159 3.0486
H 0.4182 0.9831 2.3246
H -2.2545 -1.0838 -0.1466
H -2.5024 -2.5566 1.7673
H -2.3007 -1.3676 2.8284
O 2.4245 -2.3410 0.9823
H 2.2183 -3.1179 0.4549
H 1.6415 -2.1507 1.5123
O 3.4188 -0.6556 -1.5463
H 2.8257 -1.3137 -1.9400
H 2.9075 -0.4755 -0.7438
O 2.6998 2.6340 -0.0750
H 2.4151 1.9838 0.5766
H 3.6091 2.3470 -0.2315
O 0.0286 -1.8624 -2.4858
H 0.7142 -1.3883 -2.0057
H 0.0173 -1.4939 -3.3758
```

---

[2]
Entry from the Open Molecules 2025 dataset: a 6-piece molecular cluster, C5H20NO8 overall at a distorted geometry (wB97M-V/def2-TZVPD).

Its net charge is -1. The spin multiplicity is 1. The relative energy (zero: lowest compared OMol25 entry of this formula, charge and spin) comes out at 507.3 kJ/mol. The value obtained for the highest occupied orbital energy is -4.29 eV.

Geometry as XYZ:
```
34
C5H20NO8 (wB97M-V/def2-TZVPD)
N 0.9938 0.6542 0.7023
O 1.3069 1.5415 1.3954
O 0.0792 -0.0164 1.0987
O 1.5089 0.3551 -0.3543
C -3.4510 3.1679 1.6163
O -2.6408 2.8611 2.7792
H -2.8098 3.6657 0.8890
H -3.6960 2.1899 1.2020
H -4.3205 3.7778 1.8615
H -1.7362 2.6407 2.5452
C -0.3222 -2.6267 5.2226
O -1.5941 -3.2808 5.1620
H 0.2318 -2.7755 4.2958
H -0.4426 -1.5790 5.4978
H 0.1771 -3.1264 6.0528
H -2.2031 -2.6427 4.7831
C 3.3090 6.0523 -0.6636
O 3.4804 4.6897 -0.8729
H 2.7597 6.5091 -1.4868
H 2.6377 6.2237 0.1779
H 4.2244 6.6441 -0.6574
H 3.0725 4.1733 -0.1740
C 0.4454 -2.7698 -6.1436
O 0.7592 -1.8469 -5.0658
H 1.0680 -2.6317 -7.0275
H 0.5485 -3.8361 -5.9422
H -0.5895 -2.5760 -6.4258
H 0.1474 -1.9550 -4.3339
C -0.3744 -4.2258 -1.0589
O -1.0694 -3.0764 -1.4369
H 0.6963 -4.0619 -0.9374
H -0.8205 -4.6537 -0.1611
H -0.5310 -5.0149 -1.7945
H -0.8450 -2.4504 -0.7446
```

---

[3]
Entry from the Open Molecules 2025 dataset: a 5-piece molecular cluster, C5H20O5 overall at a distorted geometry (wB97M-V/def2-TZVPD).

The spin multiplicity is 1. The relative energy (zero: lowest compared OMol25 entry of this formula, charge and spin) comes out at 174.5 kJ/mol. The value obtained for the highest occupied orbital energy is -9.51 eV. As for the structure (SMILES): CO.CO.CO.CO.CO.

Geometry as XYZ:
```
30
C5H20O5 (wB97M-V/def2-TZVPD)
C 10.4204 8.2068 -30.6119
O 11.4269 8.5700 -31.5599
H 9.5904 7.7093 -31.1232
H 10.8746 7.5030 -29.9224
H 9.9836 9.0721 -30.1103
H 11.0591 9.2437 -32.1378
C 9.5134 1.4425 -26.7281
O 9.3406 1.8034 -28.0949
H 10.2012 0.6005 -26.6249
H 9.9274 2.2735 -26.1433
H 8.5304 1.2442 -26.3092
H 10.2108 2.0330 -28.4336
C 5.3746 8.4137 -27.6395
O 6.7370 8.1485 -27.3349
H 4.8910 7.4476 -27.8384
H 4.8949 8.8679 -26.7777
H 5.2798 9.0366 -28.5335
H 7.1156 7.5678 -28.0150
C 8.0836 5.1375 -28.2516
O 7.8817 6.2698 -29.0939
H 7.3819 4.3412 -28.5353
H 9.0372 4.6695 -28.5265
H 7.9827 5.4113 -27.2089
H 7.7928 6.0144 -30.0286
C 8.2034 5.9812 -32.9772
O 7.4588 6.2077 -31.7948
H 9.2194 5.6796 -32.7195
H 7.8008 5.1362 -33.5408
H 8.2909 6.8762 -33.5953
H 6.5162 6.1785 -31.9770
```

---

[4]
Entry from the Open Molecules 2025 dataset: C5H20O5 as an isolated structure at a distorted geometry (wB97M-V/def2-TZVPD).

The spin multiplicity is 1. The relative energy (zero: lowest compared OMol25 entry of this formula, charge and spin) comes out at 597.9 kJ/mol. The value obtained for the highest occupied orbital energy is -8.87 eV.

Geometry as XYZ:
```
30
C5H20O5 (wB97M-V/def2-TZVPD)
C 21.1835 20.9200 -20.4735
O 20.8176 19.9701 -21.4689
H 21.2246 21.9264 -20.8899
H 20.3493 20.9473 -19.7725
H 22.1102 20.6876 -19.9486
H 19.9168 20.1655 -21.7370
C 19.7264 18.5550 -19.5395
O 20.7827 18.1654 -20.4867
H 20.0639 18.4993 -18.5046
H 19.3792 19.5745 -19.7074
H 18.8244 17.9703 -19.7198
H 21.1299 18.9524 -20.9128
C 18.8377 18.9400 -16.4044
O 20.1481 18.6447 -16.7806
H 18.2447 18.0713 -16.1185
H 18.9052 19.6210 -15.5560
H 18.3585 19.4420 -17.2449
H 20.3939 17.8190 -16.3570
C 20.4704 20.8226 -17.5678
O 21.2710 21.9412 -17.7925
H 19.9614 20.9834 -16.6175
H 19.6391 20.7557 -18.2697
H 21.0827 19.9240 -17.6422
H 22.1131 21.8290 -17.3453
C 22.0339 17.9864 -22.9947
O 21.7599 17.0979 -24.0081
H 22.0504 19.0348 -23.2927
H 21.4636 17.8033 -22.0840
H 23.0404 17.7278 -22.6660
H 20.8144 17.2626 -24.0307
```

---

| no. | gap between HOMO and LUMO (eV) | LUMO level (eV) | molar mass (g/mol) |
| --- | --- | --- | --- |
| 1 | 7.98 | 0.3 | 172.2 |
| 2 | 7.20 | 2.9 | 222.2 |
| 3 | 9.94 | 0.4 | 160.2 |
| 4 | 9.31 | 0.4 | 160.2 |